No. 1
9
Properties=species:S:1:pos:R:3:forces:R:3 method="wB97M-V/def2-TZVPD" total_charge=0 e_tot_ha=-229.82008 gap_ev="6.34 / 9.10" homo_ev="-8.22 / -9.67" largest_force_ha_per_bohr=0.0500 e_above_lowest_ev=5.656
C -1.13312 0.20129 0.04341 0.24 0.78 -0.15
C -0.14506 -0.94272 0.25635 -2.49 -0.26 0.59
O -0.97832 -1.75525 0.61249 1.14 -1.02 0.14
C 1.27809 -0.76683 0.15779 -0.38 0.99 -0.53
C 1.45134 0.44307 -0.34083 0.48 0.32 -0.23
H 0.47911 1.06812 -0.49968 0.67 -0.50 0.11
H -1.26499 0.82984 0.92540 0.03 -0.13 -0.10
H -2.05693 -0.00820 -0.49684 0.36 -0.05 0.02
H 2.36989 0.93068 -0.65809 -0.05 -0.13 0.14

No. 2
18
Properties=species:S:1:pos:R:3:forces:R:3 method="wB97M-V/def2-TZVPD" total_charge=0 e_tot_ha=-551.21772 gap_ev="7.09 / 5.95" homo_ev="-7.59 / -6.76" largest_force_ha_per_bohr=0.1061 e_above_lowest_ev=6.198
C 0.65201 -1.71707 -1.50146 -0.87 -0.40 0.13
C 1.90503 -1.24077 -1.81794 1.99 0.12 -0.29
C 0.50572 0.54295 0.12156 2.71 0.32 -2.74
C 2.46846 0.07101 -1.42940 -0.55 -0.55 -0.42
C -0.95775 1.75704 1.55677 -2.42 -4.36 2.22
C -1.69969 -0.35654 0.46948 -0.66 -2.75 -3.66
C -0.54438 0.33190 1.05242 0.34 1.78 1.02
N 1.45924 0.62526 -0.56891 -2.38 0.40 1.99
O -0.33546 -2.33561 -1.50793 0.50 0.49 -0.05
O 2.57516 -2.14989 -2.36060 0.14 -0.26 -0.48
O 3.48439 0.64587 -1.74995 -0.51 -0.37 0.23
H -1.43475 1.53930 2.53838 0.57 0.44 -0.25
H -1.77298 2.11927 1.01646 -0.87 0.74 -1.49
H -0.18990 2.38215 1.65841 2.94 2.67 0.41
H -2.10528 -0.06081 -0.55759 1.09 0.36 1.23
H -2.58935 -0.40430 1.02784 -0.74 0.10 1.46
H -1.35660 -1.40028 0.26427 -0.77 0.61 0.35
H -0.06388 -0.34946 1.78818 -0.50 0.68 0.34

No. 3
96
Properties=species:S:1:pos:R:3:forces:R:3 method="wB97M-V/def2-TZVPD" total_charge=+2 e_tot_ha=-4042.52145 gap_ev="7.48 / 1.80" multiplicity=2 homo_ev="-12.38 / -12.38" largest_force_ha_per_bohr=0.0709 s2=0.77
C -2.38035 -3.19859 -0.70245 0.44 0.62 0.56
C -3.40006 -2.42251 0.16076 -0.37 -0.39 -0.05
C -3.34896 -2.77370 1.66794 -1.34 0.99 -0.20
O -4.46225 -2.04796 2.31158 1.89 0.20 -1.01
C -5.14822 -2.73211 3.33843 0.01 -1.69 -0.72
N -3.28380 -0.91972 -0.03320 0.71 -1.47 0.56
H -4.01958 -0.52732 0.53667 -0.20 0.62 0.05
H -2.34867 -0.65463 0.24134 0.53 0.55 0.41
H -3.32919 -0.64508 -1.00408 -0.83 0.21 -0.76
H -2.01674 -2.62462 -1.55478 -0.62 -0.01 -0.33
H -2.71498 -4.18710 -1.01706 -0.24 0.26 0.04
H -1.43789 -3.31670 -0.16773 -0.08 -0.21 0.40
H -4.43899 -2.58704 -0.12498 0.12 -0.41 -0.28
H -2.40367 -2.51107 2.14285 0.11 0.24 0.03
H -3.43557 -3.85910 1.71785 -0.37 -0.08 0.20
H -5.91489 -2.10672 3.79580 0.39 0.05 -0.07
H -4.48389 -3.23820 4.03889 0.23 0.69 0.51
H -5.60000 -3.59033 2.84097 -0.75 -0.08 0.14
C -3.78750 5.40555 1.07603 -0.89 -1.33 -1.72
C -4.15173 5.11840 -0.45076 0.60 1.63 1.03
C -3.28379 4.16245 -1.24794 -0.11 -1.78 0.35
O -1.97398 4.11982 -0.80439 1.11 2.04 0.99
C -1.21454 3.01807 -1.24446 -0.42 0.16 -0.38
N -5.63106 4.74008 -0.58160 0.86 0.53 0.56
H -5.98233 4.77412 -1.52793 0.04 -0.30 -0.75
H -5.87351 3.84752 -0.17583 0.11 -0.65 -0.02
H -6.13334 5.44015 -0.05461 -0.43 0.30 0.19
H -2.78563 5.83213 1.12469 -0.23 -0.09 0.03
H -3.85622 4.46565 1.62374 0.29 0.06 0.24
H -4.55112 6.07948 1.46436 0.24 0.21 0.12
H -4.11446 6.12300 -0.87206 -0.07 -0.08 -0.44
H -3.33454 4.32554 -2.32447 -0.27 0.08 -0.13
H -3.61936 3.15013 -1.02279 -0.97 -0.37 -0.45
H -0.15923 3.21979 -1.06080 -0.12 0.06 0.24
H -1.34106 2.89997 -2.32063 0.05 -0.27 0.01
H -1.55623 2.13622 -0.70253 0.24 -0.26 -0.19
C 3.09482 -4.58719 -1.61403 -0.53 -0.54 0.77
C 3.86584 -4.21762 -0.35520 0.24 1.13 -0.81
C 5.41460 -4.31183 -0.56998 -1.11 -0.23 -0.78
O 5.76278 -3.50113 -1.71307 0.13 0.27 1.39
C 7.15154 -3.12007 -1.76945 0.41 -0.31 0.43
N 3.56095 -2.75106 0.02695 0.90 0.07 0.40
H 4.26395 -2.11790 -0.32660 0.46 0.02 -0.81
H 2.67413 -2.33285 -0.21541 -1.06 -0.38 -0.83
H 3.61746 -2.59596 1.02337 0.11 -0.26 0.65
H 2.01869 -4.59581 -1.44088 -0.05 0.58 0.08
H 3.26639 -5.65473 -1.75188 0.52 0.09 -0.60
H 3.33703 -3.95537 -2.46855 0.14 -0.34 0.03
H 3.49665 -4.76188 0.51404 0.40 -0.35 -0.13
H 5.62621 -5.35406 -0.80884 0.07 -0.15 0.14
H 5.91176 -4.07627 0.37101 0.43 0.44 -0.13
H 7.80730 -3.90804 -2.13985 -0.36 -0.23 -0.43
H 7.57492 -2.92265 -0.78464 -0.35 0.25 0.35
H 7.29400 -2.22284 -2.37177 -0.43 -0.19 -0.11
C 1.93098 1.30431 2.24004 0.78 1.06 -0.16
C 2.70346 2.46791 1.52492 0.01 -1.19 1.30
C 3.64226 3.29100 2.56468 -0.34 0.01 -3.63
O 4.40412 4.26654 1.78723 -0.22 -0.86 0.93
C 3.65858 5.29950 1.13294 0.05 -0.84 -0.29
N 3.56389 1.83798 0.38083 -0.07 1.72 0.71
H 3.79468 2.59012 -0.25251 0.26 0.45 -0.32
H 4.45815 1.45855 0.65732 0.27 -0.13 0.62
H 3.08298 1.14831 -0.17879 -1.04 -0.79 -0.19
H 1.20393 0.77829 1.62135 0.10 0.25 -0.20
H 1.42021 1.76221 3.08712 -0.09 -0.15 0.04
H 2.64975 0.58170 2.62644 -0.01 0.00 0.08
H 1.99639 3.12572 1.01950 0.17 -0.08 -0.02
H 4.35250 2.55130 2.93414 0.10 0.41 0.42
H 3.02520 3.76254 3.32953 0.02 -0.15 0.05
H 3.08023 5.90893 1.82733 0.09 0.07 -0.02
H 3.01074 4.83271 0.39096 -0.54 0.14 -0.01
H 4.34448 5.88063 0.51656 0.20 0.14 0.58
C 0.78369 -2.92024 2.93394 -0.77 0.95 0.76
F 0.77451 -3.11814 1.61162 0.48 -0.08 1.16
F 0.04631 -1.82304 3.21306 0.99 -0.17 -0.44
F 0.20322 -3.90183 3.59462 0.52 -0.40 -0.47
S 2.57250 -2.72598 3.66091 0.57 0.95 -1.72
O 2.42764 -2.22058 5.04900 0.14 -0.49 -1.12
O 3.07691 -4.10005 3.66288 -0.21 1.11 0.25
O 3.33627 -1.77961 2.78046 -1.77 -1.99 1.93
C -3.08787 0.93679 -3.78057 -3.05 1.03 -0.10
F -2.75667 -0.11724 -4.50808 0.57 0.72 0.17
F -2.51907 0.83027 -2.55146 0.65 0.12 -0.48
F -2.73408 2.13118 -4.39493 0.26 -2.01 1.05
S -5.03569 0.92377 -3.49194 -0.79 0.16 -2.98
O -5.46774 2.31186 -3.30527 0.93 -0.25 0.67
O -5.47730 0.37158 -4.77912 0.74 0.39 1.92
O -5.23780 0.08808 -2.31677 0.82 -0.16 0.43
C 0.47467 -0.59272 -3.06150 0.23 0.60 -1.56
F 0.16642 0.75369 -3.34658 0.12 -2.83 0.88
F -0.42360 -1.46979 -3.56082 0.33 1.44 0.83
F 1.61651 -0.83684 -3.74667 -0.57 0.20 1.20
S 0.65018 -0.86678 -1.17377 -0.93 0.93 0.83
O 0.72176 -2.33223 -0.93030 0.47 2.46 -0.65
O 1.90984 -0.11038 -0.86840 -1.21 -1.33 -0.21
O -0.56482 -0.20836 -0.59191 2.15 -1.33 -0.98

No. 4
13
Properties=species:S:1:pos:R:3:forces:R:3 method="wB97M-V/def2-TZVPD" total_charge=0 e_tot_ha=-1310.32036 gap_ev="6.72 / 6.65" homo_ev="-8.77 / -8.69" largest_force_ha_per_bohr=0.0475 e_above_lowest_ev=2.605
C 2.39105 -0.83334 1.31194 0.23 -0.03 0.29
C -1.17037 -1.83534 -0.27588 1.91 0.38 0.24
C 1.56971 1.81853 0.14660 0.25 -0.11 -0.04
N 1.88632 -0.77821 2.34440 0.02 -0.04 0.32
P 3.10989 -0.83884 -0.31174 -2.43 -0.14 0.19
S 0.51725 -1.37540 -1.01908 0.62 0.15 -1.23
S 3.12044 1.21448 -0.59456 -0.26 -0.19 -0.14
H -1.75396 -1.94223 -1.18745 0.03 0.04 -0.02
H -1.07859 -2.77873 0.24172 -0.22 -0.09 0.20
H -1.52675 -1.02622 0.34417 -0.21 -0.03 0.18
H 1.53664 1.62202 1.21415 0.07 0.00 0.01
H 0.75057 1.31652 -0.36341 -0.03 -0.06 0.02
H 1.54647 2.88524 -0.04847 0.02 0.11 -0.01